No. 1
# C25H31CuN6PS

A molecular structure, C25H31CuN6PS (wB97M-V/def2-TZVPD, OMol25).

Geometry as XYZ:
```
65
Properties=species:S:1:pos:R:3
Cu -0.26 -0.29 -0.08
S -3.48 0.78 -2.43
P 1.36 -1.24 1.18
N -0.55 -2.26 -0.59
N -4.98 2.92 -2.93
N -1.87 0.86 0.58
N -3.05 2.89 -4.19
N 1.40 -2.81 0.47
N 0.11 0.83 -1.78
C -0.09 3.06 -0.70
C -0.22 -2.65 4.60
C -3.52 3.93 -4.87
C 0.43 -4.46 -0.95
C 0.83 2.07 -1.39
C -1.64 -2.69 -1.29
C 0.88 -2.98 5.39
C 3.84 -0.90 -0.07
C 1.29 -1.75 2.90
C -0.66 -4.82 -1.75
C 4.95 0.52 2.01
C 3.07 -0.64 1.06
C 2.15 -2.73 4.95
C 0.41 -3.17 -0.39
C 5.16 -0.47 -0.13
C 5.73 0.21 0.95
C -5.47 4.02 -3.57
C -4.70 4.62 -4.54
C -0.31 2.84 0.81
C -0.02 -2.03 3.37
C 3.59 0.19 2.03
C -1.66 2.22 1.17
C -3.76 2.27 -3.23
C -1.69 -3.94 -1.94
C 2.36 -2.16 3.66
H 0.37 4.06 -0.81
H 0.62 0.31 -2.54
H -6.47 4.37 -3.22
H 6.79 0.48 0.88
H -2.36 1.00 -0.35
H -0.66 -5.78 -2.29
H -0.78 1.07 -2.27
H -0.28 3.81 1.33
H 2.03 -3.59 0.78
H -4.97 5.58 -4.98
H -0.87 -1.91 2.70
H 3.39 -2.13 3.25
H 5.81 -0.65 -1.02
H -2.48 -1.99 -1.36
H 3.00 -3.02 5.55
H 2.96 0.58 2.84
H -2.52 0.22 1.12
H 5.41 1.01 2.91
H 1.27 2.54 -2.30
H 0.71 -3.45 6.35
H -2.44 2.90 0.82
H -1.74 2.15 2.26
H 3.39 -1.44 -0.94
H 1.71 1.81 -0.81
H 1.19 -5.22 -0.73
H -5.52 2.46 -2.21
H -1.06 3.17 -1.20
H -1.22 -2.88 4.93
H 0.50 2.24 1.28
H -2.91 4.28 -5.66
H -2.54 -4.19 -2.57
```

As for the spin multiplicity: 2. For the energy, the calculation gives -100119.52907 eV. As for the expectation value of S²: 0.755. Its HOMO energy (alpha / beta) is -13.43 / -13.43 eV. The charge is +2. The calculation puts the LUMO energy (alpha / beta) at -0.18387 / -0.30032 Eh. The calculation puts the energy above the lowest of the compared OMol25 structures with the same formula, charge and spin at 0.00 kJ/mol.

No. 2
# C32H71N5O11S

5 unconnected molecules or ions with the total composition C32H71N5O11S (wB97M-V/def2-TZVPD, OMol25).

Geometry as XYZ:
```
120
Properties=species:S:1:pos:R:3
S -0.64 1.22 0.16
O -3.09 4.25 -2.67
O -1.28 2.40 3.92
O -2.10 5.44 2.99
O 5.83 -4.41 -1.58
O 3.38 -8.14 -1.09
O -1.40 1.79 -6.10
O -0.80 3.81 0.02
O 4.16 -2.21 2.02
O 2.50 -11.67 1.63
O 2.70 2.07 0.14
O -4.21 9.43 2.40
N -5.00 6.61 2.97
N -3.50 3.87 -5.74
N 1.04 -9.27 0.64
N 1.31 3.88 0.84
N 3.76 -2.33 -1.08
C 1.10 -11.61 1.38
C 5.49 -3.36 -2.48
C -3.02 5.26 -3.65
C -5.05 7.73 3.91
C -1.77 2.76 -7.08
C 2.88 -11.13 2.88
C 5.05 -2.12 -1.72
C -0.13 3.73 1.25
C 1.91 2.53 0.88
C -2.29 1.83 4.74
C -2.17 3.17 -2.85
C -2.27 0.67 -6.06
C -3.05 5.34 4.04
C 2.08 -8.44 -1.55
C -4.44 9.38 1.00
C 1.18 1.91 2.12
C -1.77 6.77 2.62
C -5.33 9.04 3.18
C 1.51 0.51 2.48
C 3.39 -1.27 -0.14
C 5.06 -3.27 1.76
C 1.88 -0.45 3.08
C -3.88 4.99 -4.89
C -1.41 1.82 2.63
C 4.24 -1.11 1.12
C -4.50 5.37 3.56
C -2.21 4.04 -6.41
C 0.80 -10.66 0.24
C -0.26 2.19 1.70
C 4.95 -5.51 -1.63
C 1.00 -8.32 -0.47
C 4.09 -9.23 -0.52
H 2.36 -1.49 0.19
H 3.81 -10.18 -0.97
H -5.16 5.09 4.40
H 1.95 -9.21 1.07
H 2.16 -1.28 3.69
H 2.06 -9.41 -2.06
H 4.97 -1.28 -2.41
H -5.84 7.55 4.64
H 1.80 4.37 1.59
H -3.42 6.16 -3.18
H -0.74 6.77 2.24
H -1.43 4.34 -5.70
H 1.85 -7.69 -2.31
H -2.47 2.43 5.63
H 5.83 -1.89 -0.98
H 4.60 -4.02 1.12
H -3.26 0.95 -5.68
H -1.98 1.08 0.19
H -5.32 9.96 0.73
H -1.24 3.50 -3.32
H -4.57 8.34 0.66
H 3.93 -9.27 0.56
H -0.41 4.49 2.01
H -3.93 5.90 -5.50
H -2.53 2.38 -7.76
H 2.32 -11.59 3.69
H -4.90 4.79 -4.54
H -2.37 0.21 -7.04
H -2.41 7.12 1.80
H -3.46 3.03 -5.17
H -1.05 4.72 -0.18
H -0.25 -10.77 -0.06
H 3.96 -5.24 -1.24
H -1.82 7.46 3.46
H 3.35 -0.32 -0.67
H -5.48 9.82 3.92
H 4.72 -3.67 -3.20
H 5.29 -3.75 2.71
H -1.98 5.49 -3.91
H -1.84 -0.06 -5.37
H -1.93 2.77 -1.86
H 0.01 -8.38 -0.95
H 6.39 -3.12 -3.05
H 5.15 -9.07 -0.69
H -2.00 0.80 5.02
H -3.57 9.80 0.50
H 2.73 -10.04 2.90
H -2.85 6.08 4.82
H -2.88 4.36 4.49
H -1.52 0.73 2.75
H -0.87 2.96 -7.66
H -4.10 7.85 4.44
H -4.39 6.86 2.20
H 3.94 -11.33 3.02
H -2.63 2.37 -3.43
H 1.54 2.58 2.92
H -4.62 4.60 2.80
H 5.29 -0.87 0.88
H 5.36 -6.30 -1.01
H 3.78 -3.21 -0.57
H -2.30 4.83 -7.16
H 1.08 -7.33 -0.03
H 0.54 -11.35 2.28
H 6.00 -2.92 1.32
H 1.43 -10.95 -0.61
H 4.85 -5.89 -2.65
H -3.24 1.74 4.17
H -2.36 2.17 2.17
H 3.85 -0.25 1.66
H 0.79 -12.62 1.08
H -6.24 8.97 2.58
```

As for the spin multiplicity: 1. For the energy, the calculation gives -75134.29165 eV. As for the structure (SMILES): C#C[C@H]1C(=O)N[C@@H](O)[C@]1(S)COC.COCCNCCOC.COCCNCCOC.COCCNCCOC.COCCNCCOC. Its HOMO energy is -8.08 eV. The calculation puts the LUMO energy at 0.01844 Eh.

No. 3
# C2H9N3O2

3 unconnected molecules or ions with the total composition C2H9N3O2 (wB97M-V/def2-TZVPD, OMol25).

Geometry as XYZ:
```
16
Properties=species:S:1:pos:R:3
O 0.20 2.10 -0.41
O -1.57 1.22 1.38
N 0.77 -0.24 0.41
N -1.07 -0.09 1.24
N 2.00 -0.90 0.59
C -0.95 -0.30 -1.29
C 0.74 1.01 -0.67
H -1.44 0.63 -1.57
H -0.33 -0.88 -1.97
H -0.23 -0.95 1.35
H -1.67 -1.02 -0.95
H -0.91 1.78 0.89
H 2.62 -0.82 -0.22
H -1.78 -0.66 1.71
H 1.92 -1.90 0.72
H 1.71 1.05 -1.21
```

As for the spin multiplicity: 1. For the energy, the calculation gives -10772.99959 eV. Its HOMO energy (alpha / beta) is -7.46 / -7.17 eV. The calculation puts the LUMO energy (alpha / beta) at -0.00771 / -0.02756 Eh. The calculation puts the energy above the lowest of the compared OMol25 structures with the same formula, charge and spin at 1258.45 kJ/mol.

No. 4
# C12H26N2O4

A single C12H26N2O4 molecule (wB97M-V/def2-TZVPD, OMol25).

Geometry as XYZ:
```
44
Properties=species:S:1:pos:R:3
O 0.03 3.26 -0.44
O 2.49 1.43 0.02
O -0.14 -2.27 -0.57
O -1.80 1.79 2.34
N -2.36 -0.79 1.00
N 3.01 -2.20 -0.27
C 2.12 -2.81 -1.25
C -3.27 0.33 0.96
C 0.83 -3.30 -0.60
C -1.40 -2.74 -0.15
C 2.58 -0.93 0.27
C -1.44 2.75 1.37
C 1.02 2.88 -1.37
C -3.08 1.21 2.20
C 2.61 0.24 -0.73
C -2.41 -1.59 -0.21
C -0.44 2.19 0.36
C 2.39 2.62 -0.73
H -2.32 3.15 0.86
H -1.73 -3.55 -0.82
H -3.15 0.95 0.05
H -0.95 3.58 1.91
H -1.41 -0.46 1.16
H -2.21 -1.00 -1.13
H -4.29 -0.05 0.96
H 1.85 -2.14 -2.08
H 2.65 -3.67 -1.66
H -0.90 1.43 -0.28
H 1.80 0.14 -1.46
H 0.43 -4.15 -1.18
H -3.85 2.00 2.20
H 3.16 2.62 -1.53
H 3.23 -0.68 1.10
H 2.61 3.42 -0.02
H -3.42 -2.01 -0.29
H -3.20 0.59 3.09
H 0.39 1.73 0.92
H 1.11 3.72 -2.06
H -1.35 -3.13 0.87
H 0.69 2.00 -1.93
H 1.56 -1.05 0.64
H 3.94 -2.10 -0.68
H 1.05 -3.65 0.42
H 3.57 0.25 -1.28
```

As for the spin multiplicity: 1. For the energy, the calculation gives -24033.89518 eV. As for the structure (SMILES): C1COCCNCCOCCOCCOCCN1. Its HOMO energy is -8.85 eV. The calculation puts the LUMO energy at 0.03465 Eh. The calculation puts the energy above the lowest of the compared OMol25 structures with the same formula, charge and spin at 304.24 kJ/mol.